Record 1
The following is a DFT calculation (ωB97M-V/def2-TZVPD) of the molecule C27H44N4O5S in a non-equilibrium geometry.

Each line ends with the Löwdin charge.
Geometry (Å):
C -5.75 -2.57 -0.23  -0.071
H -6.65 -3.12 0.03  0.076
H -5.68 -2.53 -1.32  0.077
H -4.89 -3.10 0.15  0.077
C -5.79 -1.16 0.36  -0.403
C -6.08 -1.23 1.86  -0.069
H -5.26 -1.73 2.37  0.086
H -6.22 -0.25 2.29  0.062
H -6.99 -1.81 2.03  0.077
C -4.44 -0.48 0.04  -0.182
N -4.30 0.96 0.21  -0.190
C -5.26 1.77 -0.53  -0.181
H -6.29 1.58 -0.20  0.123
C -5.19 1.59 -2.06  -0.413
C -6.19 2.54 -2.71  -0.076
H -6.19 2.40 -3.79  0.078
H -7.20 2.35 -2.34  0.077
H -5.94 3.57 -2.50  0.081
C -3.78 1.86 -2.58  -0.060
H -3.78 1.82 -3.67  0.081
H -3.45 2.85 -2.28  0.087
H -3.07 1.13 -2.21  0.052
H -5.47 0.57 -2.31  0.128
H -5.04 2.82 -0.31  0.122
C -4.17 1.43 1.59  -0.189
C -3.15 2.57 1.70  -0.151
H -3.33 3.29 0.90  0.105
H -3.29 3.08 2.66  0.115
C -1.72 2.07 1.62  -0.174
N -1.55 1.23 0.45  0.088
C -0.67 0.22 0.45  -0.452
O 0.16 0.03 1.32  0.067
C -0.77 -0.70 -0.78  -0.024
N -0.04 -1.92 -0.53  0.036
C -0.75 -3.00 -0.12  -0.390
O -1.96 -3.02 -0.05  0.080
C 0.10 -4.23 0.18  -0.058
H 0.29 -4.75 -0.77  0.149
O 1.32 -3.95 0.83  0.005
C 2.01 -2.90 0.32  -0.187
C 3.38 -2.84 0.55  0.029
C 4.12 -1.80 0.03  -0.060
C 3.49 -0.83 -0.72  -0.261
C 2.13 -0.85 -0.94  0.010
C 1.36 -1.88 -0.41  -0.112
H 1.70 -0.07 -1.54  0.117
S 4.45 0.50 -1.47  0.673
O 3.75 0.94 -2.64  -0.286
O 5.79 0.01 -1.61  -0.281
N 4.51 1.78 -0.42  -0.236
C 5.19 1.58 0.83  -0.184
C 4.22 1.26 1.97  -0.140
C 3.15 2.34 2.07  -0.375
C 2.15 2.03 3.19  -0.065
H 2.67 1.87 4.13  0.076
H 1.46 2.86 3.31  0.075
H 1.59 1.14 2.94  0.062
C 2.43 2.44 0.73  -0.143
C 3.42 2.72 -0.40  -0.183
H 2.95 2.67 -1.38  0.111
H 3.85 3.72 -0.27  0.131
H 1.68 3.24 0.75  0.119
H 1.91 1.50 0.54  0.091
H 3.64 3.30 2.28  0.141
H 4.78 1.18 2.91  0.121
H 3.74 0.29 1.78  0.111
H 5.92 0.78 0.68  0.111
H 5.74 2.50 1.07  0.132
H 5.19 -1.75 0.17  0.116
H 3.83 -3.63 1.13  0.125
H -0.46 -4.90 0.84  0.142
H -1.81 -0.99 -0.95  0.110
H -0.39 -0.19 -1.67  0.134
H -2.38 1.20 -0.14  0.097
H -1.02 2.92 1.56  0.116
H -1.45 1.49 2.51  0.125
H -3.83 0.60 2.21  0.125
H -5.14 1.77 1.99  0.117
H -3.67 -0.96 0.65  0.119
H -4.22 -0.70 -1.00  0.110
H -6.60 -0.60 -0.12  0.125

As for the maximum force: 1.04 eV Å⁻¹. For the total energy, the calculation gives -2048.6864 hartree. As for the SMILES: CC(C)CN(CCCNC(=O)CN1C(=O)COc2ccc(S(=O)(=O)N3CCC(C)CC3)cc21)CC(C)C. Its LUMO energy is 0.5911 eV.

***

Record 2
The following is a DFT calculation (ωB97M-V/def2-TZVPD) of the molecule C5H12S in a non-equilibrium geometry.

Each line ends with the Löwdin charge.
Geometry (Å):
C -0.62 0.88 2.01  -0.144
C 0.56 0.50 1.15  -0.365
C 0.51 0.87 -0.26  -0.285
C -0.86 0.28 -0.89  -0.546
S -0.89 -1.43 -0.71  0.802
C 0.44 -2.03 -1.75  -0.421
H -1.72 0.48 1.72  0.109
H -0.48 0.38 3.00  0.083
H -0.76 1.92 2.12  0.053
H 0.69 -0.58 1.28  0.085
H 1.36 1.06 1.70  0.127
H 1.41 0.58 -0.83  0.096
H 0.48 2.02 -0.29  0.134
H -1.56 0.76 -0.24  0.043
H -0.86 0.65 -1.95  0.093
H 0.23 -1.72 -2.83  0.057
H 0.66 -3.10 -1.83  0.030
H 1.42 -1.54 -1.40  0.049

As for the maximum force: 4.63 eV Å⁻¹. For the total energy, the calculation gives -595.8449 hartree. As for the SMILES: CCCCSC. Its LUMO energy is 0.9944 eV.

***

Record 3
The following is a DFT calculation (ωB97M-V/def2-TZVPD) of the molecule C4H4N2O in a non-equilibrium geometry.

Each line ends with the Löwdin charge.
Geometry (Å):
O 0.05 -3.18 1.01  0.078
N -1.14 -1.82 -0.27  0.132
N -0.28 0.39 -0.91  0.095
C -0.29 -2.01 0.74  -0.477
C -1.07 -0.81 -1.04  -0.164
C 0.23 0.30 0.33  -0.102
C 0.11 -0.73 1.44  -0.066
H -1.77 -0.76 -1.86  0.107
H 1.05 1.08 0.57  0.132
H -0.67 -0.39 2.21  0.169
H 0.99 -0.79 1.98  0.096

As for the maximum force: 5.27 eV Å⁻¹. For the total energy, the calculation gives -339.5147 hartree. As for the SMILES: O=C1CC=NC=N1. Its LUMO energy is -0.9556 eV.

***

ΔE to the lowest compared entry with this formula, charge and spin for every record listed, in sequence, given in kcal per mole: 0.0, 23.3, 42.0.